{"formula": "C24H39N5O2S", "method": "ωB97M-V/def2-TZVPD", "total_charge": 0, "smiles": "O=S1(=O)CCCC1.c1cc[nH]c1.c1cc[nH]c1.CCCC#N.CCCC#N.CCCC#N", "de_lowest_kcal_mol": 90.7, "multiplicity": 1, "largest_force_ev_per_a": 5.78, "lumo_energy_ev": 0.473, "homo_energy_ev": -8.25, "homo_lumo_gap_ev": 8.7, "species": ["S", "O", "O", "N", "N", "N", "N", "N", "C", "C", "C", "C", "C", "C", "C", "C", "C", "C", "C", "C", "C", "C", "C", "C", "C", "C", "C", "C", "C", "C", "C", "C", "H", "H", "H", "H", "H", "H", "H", "H", "H", "H", "H", "H", "H", "H", "H", "H", "H", "H", "H", "H", "H", "H", "H", "H", "H", "H", "H", "H", "H", "H", "H", "H", "H", "H", "H", "H", "H", "H", "H"], "positions_angstrom": [[-4.643, 2.476, 2.768], [-4.854, 3.524, 3.732], [-5.719, 1.834, 1.974], [-4.294, 0.366, -4.179], [-0.139, -4.291, -0.915], [4.231, -0.402, 2.250], [7.428, 2.849, -1.410], [2.445, -0.204, -0.537], [1.424, 0.658, -0.516], [6.626, 2.479, -3.849], [-4.561, 1.353, -2.178], [-2.099, -1.587, 0.519], [3.589, -2.892, 2.790], [0.519, 0.298, -1.443], [1.611, -2.312, 4.359], [-5.599, 1.713, -3.015], [-1.769, 2.356, 2.294], [6.091, 1.083, -3.993], [-2.202, -2.723, -0.504], [7.042, 2.673, -2.434], [-2.238, -2.144, 1.943], [4.634, 0.889, -3.527], [0.916, -0.863, -2.008], [-2.189, 1.761, 3.691], [-3.106, 2.864, 1.674], [-1.058, -3.592, -0.711], [2.220, -1.057, -1.543], [2.130, -2.906, 2.970], [4.002, -1.473, 2.541], [-5.458, 1.096, -4.283], [-3.756, 0.488, -2.964], [-3.646, 1.158, 3.510], [-2.182, 2.302, 4.637], [4.566, 1.134, -2.467], [1.362, 1.467, 0.197], [5.809, 3.192, -3.961], [4.104, -3.291, 3.664], [-0.510, 0.608, -1.551], [3.212, -0.202, 0.120], [-3.858, -0.022, -5.003], [-2.959, -0.917, 0.527], [-3.113, -3.280, -0.286], [1.772, -3.926, 2.834], [4.391, -0.150, -3.748], [-3.713, 0.443, 2.690], [-4.159, 0.763, 4.386], [-2.746, 0.110, -2.901], [1.327, -3.093, 5.064], [-1.194, 1.701, 1.640], [-1.308, -2.695, 2.081], [6.306, 0.782, -5.019], [-1.247, -0.923, 0.371], [-2.444, -2.370, -1.506], [0.698, -1.784, 4.086], [-6.423, 2.223, -2.538], [6.506, 0.267, -3.402], [7.517, 2.821, -4.374], [-3.282, 2.329, 0.741], [4.003, 1.531, -4.142], [-6.146, 1.089, -5.115], [3.027, -1.765, -1.658], [-2.984, -2.872, 2.263], [2.366, -1.573, 4.626], [-4.448, 1.634, -1.142], [-3.222, 3.871, 1.272], [-1.674, 0.845, 3.984], [0.416, -1.590, -2.631], [3.979, -3.433, 1.927], [1.783, -2.367, 2.088], [-0.972, 3.069, 2.508], [-2.139, -1.400, 2.733]], "atomic_forces_ev_per_a": [[1.700, -2.055, -1.292], [-0.438, 0.155, -0.399], [1.513, 1.676, 1.221], [-1.568, 0.506, -1.756], [-2.187, 1.688, 0.513], [0.386, 1.972, -0.532], [1.874, 0.801, 5.388], [0.478, 1.058, 0.068], [-0.264, 2.218, 1.991], [0.275, 0.709, 2.677], [1.895, -1.756, -1.087], [-1.500, 0.039, 1.035], [2.174, 1.021, 0.303], [-3.225, 0.803, 0.435], [0.126, -0.095, -2.725], [-1.315, -0.393, -0.815], [-0.551, 0.840, 1.929], [-0.314, -1.606, -0.491], [-1.062, 0.765, -0.735], [-1.865, -0.603, -5.443], [2.748, -0.520, 0.786], [0.589, 0.644, -1.439], [2.971, -2.613, -1.502], [-1.697, -2.714, -0.293], [-0.741, 0.138, -1.153], [2.404, -1.827, 0.061], [0.191, -2.149, 0.232], [-1.827, -0.539, 0.367], [-0.318, -2.686, 0.713], [-0.101, 0.850, 2.261], [0.893, 0.912, 1.341], [-0.135, 1.122, -0.273], [0.129, 1.014, -0.654], [-0.260, -0.119, -0.076], [0.169, -0.055, -0.021], [0.048, 0.119, -0.559], [0.231, 0.143, 0.043], [0.154, 0.781, 0.097], [0.131, 0.092, -0.268], [0.116, -0.157, 0.446], [-0.305, 0.018, -1.315], [0.243, -0.491, 0.294], [-0.077, -0.063, 0.107], [-0.329, 0.083, 0.378], [0.375, -0.342, 0.186], [0.254, 0.098, 0.103], [-0.038, -0.069, 0.702], [0.623, 0.223, 0.163], [-0.781, -0.748, 0.048], [0.249, -0.445, 0.333], [-0.691, -0.167, -0.218], [0.315, -0.436, 0.230], [0.150, 0.522, -0.129], [-0.059, 0.168, 0.359], [-0.352, 0.278, -0.859], [1.406, 0.627, 0.148], [-0.294, -0.493, -0.703], [-0.251, -0.576, 0.204], [-0.459, 0.008, 0.340], [0.377, -0.106, -0.038], [-0.536, -0.524, -0.598], [-0.604, 0.343, -0.840], [-0.242, -0.158, 0.836], [0.117, -0.106, -0.153], [0.459, 0.436, 0.811], [0.788, 0.051, -0.389], [-0.072, 0.449, -0.304], [-0.357, -0.234, -0.070], [-0.776, 0.221, 0.284], [-0.574, 0.873, -0.104], [-0.387, 0.381, -0.199]]}


{"formula": "C5H11N3O", "method": "ωB97M-V/def2-TZVPD", "total_charge": 0, "de_lowest_kcal_mol": 170.8, "multiplicity": 1, "largest_force_ev_per_a": 1.74, "lumo_energy_ev": [0.001, -0.777], "homo_energy_ev": [-7.89, -7.62], "homo_lumo_gap_ev": [7.9, 6.8], "species": ["O", "N", "N", "N", "C", "C", "C", "C", "C", "H", "H", "H", "H", "H", "H", "H", "H", "H", "H", "H"], "positions_angstrom": [[1.936, -0.781, 1.036], [-1.944, -0.198, -0.864], [1.760, -0.015, -0.171], [0.376, -1.878, -0.938], [0.548, 2.237, 0.320], [-0.836, 0.107, 0.002], [-0.954, -0.204, 1.360], [-0.625, 1.748, 0.062], [0.571, -0.457, -0.784], [-1.841, -0.690, 1.748], [0.993, -2.245, -1.653], [0.880, 3.252, 0.150], [0.571, -2.349, -0.061], [-1.731, -0.995, -1.454], [-2.791, -0.408, -0.352], [0.514, 0.041, -1.753], [-0.188, 0.085, 2.060], [2.853, -0.598, 1.268], [1.484, 1.141, 0.193], [-1.577, 2.207, -0.170]], "atomic_forces_ev_per_a": [[-0.227, 0.311, -0.565], [-0.117, -0.063, -0.078], [0.445, -0.185, 0.604], [0.022, 0.082, 0.022], [0.415, -0.467, -0.434], [0.927, 1.016, -1.059], [-0.196, -0.559, 0.828], [0.089, -1.056, -0.291], [-1.174, 0.294, 0.496], [-0.004, -0.058, -0.001], [0.064, -0.007, 0.096], [0.051, 0.038, 0.234], [0.040, 0.002, -0.075], [0.077, -0.005, 0.131], [0.073, -0.003, 0.031], [-0.013, 0.028, 0.015], [0.012, 0.072, -0.010], [-0.015, -0.002, -0.041], [-0.474, 0.414, 0.037], [0.005, 0.148, 0.062]]}


Number 1: E -1760.15623 hartree. Number 2: E -436.37480 hartree.